(1)
{"formula": "C15H35Br2CaClCsF2LiN4NaO10PS2Si", "method": "the ωB97M-V functional and the def2-TZVPD basis", "e_homo_ha": -0.160, "energy_ev": -263023.6959, "homo_lumo_gap_ev": 0.973, "elements": ["C", "C", "C", "Br", "Si", "C", "C", "C", "N", "O", "O", "C", "C", "C", "C", "C", "C", "C", "P", "N", "O", "O", "H", "H", "H", "H", "H", "H", "H", "H", "H", "H", "H", "H", "H", "H", "H", "H", "H", "H", "H", "H", "H", "H", "H", "H", "H", "H", "H", "H", "H", "H", "N", "S", "O", "O", "F", "S", "O", "O", "F", "Li", "Cs", "C", "C", "N", "H", "H", "H", "Br", "Cl", "Na", "Ca", "O", "H", "O", "H"], "positions_angstrom": [[5.245140, 0.734906, -2.500497], [4.218845, 0.222350, -1.311633], [2.719811, 0.958060, -1.405582], [3.148168, 2.910188, -1.818016], [1.897924, 0.704567, 0.316130], [0.025877, 1.138148, 0.406815], [-0.440070, 2.429574, -0.487420], [-1.360637, 1.946460, -1.792049], [-1.107882, 2.475939, -3.205642], [-2.403426, 1.095261, -1.647070], [2.022914, -1.049219, 0.666112], [1.121054, -1.816196, -0.207214], [1.545407, -3.382440, -0.443243], [1.293608, -4.279801, 0.944847], [3.031257, -3.601412, -1.099803], [3.085378, -3.544889, -2.737188], [2.984597, -5.010686, -3.477735], [1.996323, -2.539003, -3.436627], [2.962577, 1.709099, 1.984073], [1.852980, 2.452428, 2.941463], [3.924416, 0.556201, 2.933519], [4.088886, 2.955450, 1.418145], [4.695279, 1.047891, -3.492624], [5.943861, -0.192224, -2.743989], [5.941496, 1.573460, -2.056141], [4.767506, 0.468806, -0.287378], [4.027588, -0.919422, -1.481919], [2.097788, 0.448667, -2.255995], [-0.196819, 1.424752, 1.543985], [-0.708064, 0.258747, 0.154027], [0.413830, 3.176162, -0.773974], [-1.197455, 3.050353, 0.195714], [-0.456849, 3.300727, -3.049850], [-0.636552, 1.731773, -3.766694], [0.941256, -1.212914, -1.214006], [0.056538, -1.827323, 0.332715], [0.765327, -3.832292, -1.226743], [1.680478, -5.382625, 0.851964], [1.710629, -3.698707, 1.872724], [0.105056, -4.355297, 1.031366], [3.370358, -4.703782, -0.794466], [3.817126, -2.885424, -0.563188], [4.162376, -3.112978, -3.017966], [1.857899, -5.338886, -3.641066], [3.554968, -5.792737, -2.795281], [3.506151, -4.882748, -4.538988], [0.895732, -2.649895, -3.055166], [1.969055, -2.834060, -4.593296], [2.309667, -1.394856, -3.424307], [1.914010, 2.066669, 3.921982], [4.735917, 1.105981, 3.229930], [3.556698, 3.767920, 1.111894], [-6.195355, -0.446771, 0.052318], [-6.299115, -1.900385, 0.637983], [-7.093558, -2.083249, 1.848037], [-5.138855, -2.772063, 0.497278], [-7.279796, -2.553938, -0.448280], [-5.331738, 0.487222, 0.976367], [-5.469018, 1.910571, 0.668285], [-3.970776, 0.074686, 1.296659], [-6.060416, 0.409390, 2.393376], [5.714392, 0.004705, 3.922268], [5.936341, -1.363288, 1.585020], [-4.189090, 3.295582, 3.281895], [-4.320192, 3.482398, 4.784622], [-4.428829, 3.637494, 6.031286], [-3.676694, 4.155832, 2.842504], [-3.613736, 2.390802, 3.067490], [-5.180489, 3.202560, 2.829907], [-5.321053, 5.525019, 2.807807], [5.387107, 2.773855, 0.066244], [-4.205704, -0.606601, -1.435598], [-4.225924, 5.838293, 5.107142], [-9.083569, 0.183236, 1.930626], [-8.290196, -0.049146, 1.483655], [-7.980862, 4.636473, 1.011554], [-7.136872, 4.296600, 1.246906]], "atomic_forces_ev_per_a": [[0.6, -1.0, 0.4], [0.0, 0.0, -1.1], [1.8, -1.0, -0.1], [-2.0, -1.2, -0.5], [-1.2, -2.8, -1.4], [-1.5, 0.9, 0.8], [-1.6, 0.6, 0.2], [-3.9, -3.0, -0.7], [1.1, -0.2, 3.9], [6.1, 4.3, -0.6], [-0.4, 1.5, -1.3], [-1.7, -0.3, 0.0], [-0.2, -0.6, -0.3], [-1.1, 0.8, -0.7], [-0.1, -1.0, 0.7], [0.6, 0.8, -0.5], [0.1, 0.5, 0.4], [0.2, 0.0, -1.3], [-0.7, 4.1, 3.9], [1.6, -2.7, -0.5], [1.4, 1.4, -0.7], [-7.3, -0.6, 5.8], [1.1, -0.6, 2.1], [-1.4, 1.8, 0.3], [-1.7, -1.4, -1.0], [-1.4, -0.4, -2.2], [0.3, 2.0, 0.5], [1.3, 1.3, 1.4], [0.6, -0.7, -2.4], [1.6, 1.6, 0.4], [-1.6, -1.7, 0.2], [1.5, -1.3, -1.6], [-0.7, -1.5, -0.7], [-0.6, 0.9, 0.6], [0.5, -1.5, 1.8], [2.2, -0.1, -1.2], [1.6, 1.1, 1.6], [-0.5, 2.3, 0.2], [-0.7, -1.4, -1.7], [2.6, 0.2, 0.1], [-0.7, 2.3, -0.6], [-1.7, -1.3, -1.3], [-2.3, -0.9, 0.6], [2.4, 0.6, 0.4], [-1.2, 1.5, -1.7], [-1.2, -0.5, 2.3], [2.2, 0.1, -0.6], [0.0, 0.7, 2.5], [-0.6, -2.4, 0.2], [-0.2, 0.6, -1.3], [-2.1, 0.7, -1.1], [0.3, -1.1, 0.9], [0.9, 0.7, -0.3], [-2.8, -5.8, 2.3], [2.0, 1.2, -1.9], [-0.1, 1.9, -0.4], [0.6, 1.1, -0.2], [0.4, 4.6, 2.9], [0.1, -2.6, -0.6], [-1.1, -0.6, -1.1], [0.4, -0.3, -0.8], [0.2, -0.3, 1.6], [0.0, -0.6, -1.4], [1.3, -2.4, 1.3], [-0.8, -1.1, 6.7], [1.0, -0.7, -9.1], [0.2, -0.9, 0.2], [0.0, -0.3, 0.5], [0.3, -0.3, 0.3], [-1.8, 4.1, -0.1], [7.9, -0.9, -5.4], [0.3, 0.2, 0.2], [-0.4, 1.6, 0.1], [-1.2, 0.5, 0.7], [1.0, -0.3, -0.6], [-1.1, 0.7, -0.2], [1.1, -0.7, 0.2]], "mulliken_charge": [-1.0509, 0.7885, -0.1660, -0.1374, -0.3222, -0.1782, -0.1961, 0.0912, -0.5542, -0.4732, -0.5185, -0.0182, -0.0468, -1.1269, -0.2826, 0.4620, -1.1896, -0.7622, 0.7145, -0.8578, -0.3720, -0.3810, 0.2747, 0.3009, 0.2652, -0.4046, -0.3966, 0.4794, 0.3371, 0.1629, 0.2951, 0.2253, 0.3332, 0.2830, 0.1315, 0.1595, 0.2315, 0.3667, 0.1998, 0.3002, 0.4463, -0.3665, 0.1689, 0.2533, 0.3257, 0.3438, 0.1658, 0.3940, 0.0229, 0.2400, 0.2096, 0.3687, -0.4482, 1.1425, -0.5053, -0.5979, -0.2755, 1.0915, -0.5996, -0.4696, -0.2433, 0.1773, 0.8810, -0.7218, 0.6811, -0.7753, 0.5867, 0.2210, 0.3215, -0.5042, -0.5666, 0.9854, 1.0796, -0.7426, 0.3068, -0.7405, 0.1764]}


(2)
{"formula": "C5H4O2", "method": "the ωB97M-V functional and the def2-TZVPD basis", "e_homo_ha": -0.344, "energy_ev": -9343.2156, "homo_lumo_gap_ev": 9.127, "smiles": "O=C1C=CCC1=O", "relative_energy_kcal_mol": 22.3, "elements": ["O", "C", "C", "C", "C", "C", "O", "H", "H", "H", "H"], "positions_angstrom": [[-1.333959, 2.037860, -0.198339], [-0.782501, 0.990345, -0.428286], [0.618273, 0.831831, -0.872471], [1.143799, -0.073094, -0.037026], [0.116998, -0.975785, 0.621000], [-1.192500, -0.400756, 0.092369], [-2.282980, -0.904451, 0.050759], [1.147410, 1.529037, -1.510469], [2.196796, -0.092929, 0.220742], [0.103599, -0.916831, 1.715805], [0.265066, -2.025228, 0.345917]], "atomic_forces_ev_per_a": [[-0.2, -0.4, -0.5], [-0.2, 0.4, 0.0], [0.2, 0.1, 0.4], [0.0, 0.1, -0.1], [0.0, 0.0, 0.0], [-0.3, -0.2, 0.1], [0.6, 0.3, 0.1], [0.0, 0.1, 0.3], [0.0, -0.5, -0.3], [0.1, 0.0, -0.1], [-0.1, 0.1, 0.0]], "mulliken_charge": [-0.5072, 0.5216, -0.4087, -0.3114, -0.4217, 0.2920, -0.5045, 0.3955, 0.3643, 0.2886, 0.2914]}


(3)
{"formula": "C24H25IrN5O2Si", "method": "the ωB97M-V functional and the def2-TZVPD basis", "e_homo_ha": -0.418, "total_charge": 1, "energy_ev": -47554.2562, "homo_lumo_gap_ev": 8.104, "relative_energy_kcal_mol": 0.0, "elements": ["Ir", "O", "C", "N", "C", "O", "C", "C", "C", "C", "C", "N", "C", "C", "C", "C", "C", "N", "H", "H", "H", "H", "H", "H", "H", "H", "C", "C", "N", "C", "C", "N", "H", "H", "H", "H", "H", "H", "C", "Si", "C", "C", "C", "C", "C", "C", "C", "H", "H", "H", "H", "H", "H", "H", "H", "H", "H", "H"], "positions_angstrom": [[0.234478, -1.056664, 0.061733], [1.705011, -2.187607, 3.657826], [1.516311, -1.733783, 2.560801], [0.343781, -1.223361, 2.034174], [-0.857542, -1.271835, 2.732514], [-1.021797, -1.482916, 3.903274], [-2.024473, -0.963899, 1.819298], [-3.277943, -0.753604, 2.351664], [-4.302120, -0.342806, 1.513805], [-4.027058, -0.154232, 0.169100], [-2.751394, -0.404873, -0.298020], [-1.765498, -0.818694, 0.503969], [2.631847, -1.647626, 1.544899], [3.929100, -1.869035, 1.957435], [4.966749, -1.637174, 1.070189], [4.654352, -1.171620, -0.195661], [3.327623, -0.999562, -0.543453], [2.316225, -1.255240, 0.290475], [-3.407717, -0.892522, 3.415841], [-5.292970, -0.157186, 1.905069], [-4.785317, 0.188122, -0.520234], [-2.497600, -0.281550, -1.340437], [4.084864, -2.194160, 2.976622], [5.994587, -1.797922, 1.365042], [5.422374, -0.942670, -0.920439], [3.064800, -0.658528, -1.527011], [1.742453, -0.732164, -3.539945], [0.572931, -1.554917, -3.132248], [-0.066016, -1.599829, -1.969907], [-1.112545, -2.502918, -2.138477], [-1.095278, -2.993177, -3.397277], [-0.030193, -2.384519, -4.008347], [1.863413, 0.112560, -2.869610], [1.585077, -0.332544, -4.542090], [2.659190, -1.323333, -3.549853], [-1.781519, -2.751559, -1.335248], [-1.725828, -3.704324, -3.898817], [0.259607, -2.517817, -4.962807], [-0.497616, 1.642650, -2.179773], [0.243678, 1.225124, -0.496252], [1.957186, 1.988954, -0.487006], [-0.761514, 2.153546, 0.804641], [-0.662428, 1.881738, 2.171736], [-1.383913, 2.602298, 3.111768], [-2.229620, 3.623454, 2.702853], [-2.333722, 3.926171, 1.353805], [-1.605927, 3.201053, 0.419259], [-0.577437, 2.730183, -2.245886], [-1.485287, 1.233098, -2.386249], [0.158381, 1.340600, -2.993966], [1.793371, 3.060641, -0.638491], [2.637457, 1.655719, -1.272301], [2.452478, 1.871551, 0.478230], [0.011839, 1.107537, 2.515819], [-1.279653, 2.369886, 4.164162], [-2.795329, 4.186811, 3.433343], [-2.980151, 4.729995, 1.025663], [-1.713762, 3.464481, -0.625205]], "atomic_forces_ev_per_a": [[0.4, 0.4, -0.4], [0.0, 0.0, 0.0], [-0.1, 0.0, 0.0], [-0.2, -0.2, 0.3], [0.0, 0.0, -0.1], [0.0, 0.0, 0.0], [0.1, 0.1, 0.0], [0.0, 0.0, 0.0], [0.0, 0.0, 0.0], [0.0, 0.0, 0.0], [0.0, -0.1, -0.1], [0.0, -0.1, 0.0], [0.0, 0.2, 0.0], [0.0, 0.0, 0.0], [0.0, 0.0, 0.0], [0.0, 0.0, 0.0], [0.0, -0.2, -0.1], [-0.1, 0.0, 0.2], [0.0, 0.0, 0.0], [0.0, 0.0, 0.0], [0.0, 0.0, 0.0], [0.0, 0.0, 0.0], [0.0, 0.0, 0.0], [0.0, 0.0, 0.0], [0.0, 0.0, 0.0], [0.0, 0.0, 0.0], [0.0, 0.0, 0.0], [-0.1, 0.1, 0.0], [-0.1, -0.2, -0.1], [0.1, -0.1, 0.0], [0.0, 0.0, 0.0], [0.0, 0.0, 0.0], [0.0, 0.0, 0.0], [0.0, 0.0, 0.0], [0.0, 0.0, 0.0], [0.0, 0.0, 0.0], [0.0, 0.0, 0.0], [0.0, 0.0, 0.0], [0.1, 0.0, 0.0], [0.0, 0.1, 0.3], [0.0, 0.0, 0.0], [-0.1, 0.0, -0.1], [0.1, 0.1, 0.0], [0.0, 0.0, 0.0], [0.0, 0.0, 0.0], [0.0, 0.0, 0.0], [-0.1, -0.1, 0.0], [0.0, 0.0, 0.0], [0.0, 0.0, 0.1], [0.0, 0.0, 0.0], [0.0, 0.0, 0.0], [0.0, 0.0, 0.0], [0.0, 0.0, 0.0], [0.0, 0.0, 0.0], [0.0, 0.0, 0.0], [0.0, 0.0, 0.0], [0.0, 0.0, 0.0], [0.0, 0.0, 0.0]], "mulliken_charge": [1.2992, -0.6043, 0.1729, -0.2536, -0.1112, -0.5941, 0.3854, -0.5447, -0.4974, -1.1203, -0.0951, 0.3497, 0.3911, -0.6440, -0.3834, -1.0751, 0.2281, -0.0704, 0.5716, 0.4538, 0.4640, 0.5109, 0.5193, 0.4507, 0.4583, 0.1002, -1.2679, 0.4289, 0.2525, -0.5549, -0.6641, -0.0196, 0.0053, 0.4691, 0.4668, 0.5063, 0.4304, 0.2024, -1.3025, 0.6815, -1.4187, 0.6492, -0.4429, -0.6282, -0.5902, -0.7138, -0.2981, 0.5326, 0.3351, 0.4197, 0.5287, 0.4107, 0.3216, 0.3534, 0.4695, 0.4060, 0.4309, 0.2386]}